[1]
{
  "formula": "C6H24N8O6",
  "method": "ωB97M-V with the def2-TZVPD basis set",
  "smiles": "NC(N)=O.NC(N)=O.NC(N)=O.NC(N)=O.CO.CO",
  "e_lumo_ev": 0.1361,
  "homo_ev": -9.4,
  "charge": 0,
  "homo_lumo_gap_ev": 9.6,
  "species": ["C", "O", "H", "H", "H", "H", "C", "O", "H", "H", "H", "H", "C", "O", "N", "N", "H", "H", "H", "H", "C", "O", "N", "N", "H", "H", "H", "H", "C", "O", "N", "N", "H", "H", "H", "H", "C", "O", "N", "N", "H", "H", "H", "H"],
  "positions_angstrom": [[0.09, 0.72, -1.13], [0.56, -0.60, -1.20], [0.95, 1.35, -1.32], [-0.55, 0.96, -1.98], [-0.43, 0.87, -0.19], [-0.19, -1.12, -0.90], [6.04, 6.20, -1.42], [5.75, 7.20, -2.43], [5.15, 6.08, -0.80], [6.41, 5.25, -1.80], [6.78, 6.64, -0.75], [6.60, 7.53, -2.74], [-3.84, 4.80, 2.77], [-3.38, 5.69, 2.08], [-3.24, 4.10, 3.61], [-5.03, 4.47, 2.77], [-3.70, 3.46, 4.23], [-2.24, 4.15, 3.75], [-5.30, 4.13, 3.68], [-5.70, 4.77, 2.08], [-3.49, -1.86, 4.18], [-3.28, -1.23, 5.21], [-4.56, -1.63, 3.43], [-2.78, -2.81, 3.69], [-5.18, -1.02, 3.96], [-4.88, -2.21, 2.66], [-2.04, -3.11, 4.31], [-2.66, -2.92, 2.70], [-2.64, -6.57, -2.21], [-2.30, -5.59, -1.57], [-2.62, -7.83, -1.71], [-2.91, -6.64, -3.50], [-2.36, -7.97, -0.74], [-2.97, -8.59, -2.27], [-3.06, -7.58, -3.85], [-3.04, -5.85, -4.11], [6.29, -0.33, -2.49], [7.38, -0.10, -2.83], [5.87, -0.09, -1.31], [5.31, -0.85, -3.21], [4.89, -0.17, -1.09], [6.48, 0.27, -0.59], [4.41, -0.86, -2.75], [5.43, -1.09, -4.19]]
}

[2]
{
  "formula": "C2H9NS",
  "method": "ωB97M-V with the def2-TZVPD basis set",
  "e_lumo_ev": 0.9373,
  "homo_ev": -8.9,
  "charge": 0,
  "homo_lumo_gap_ev": 9.9,
  "species": ["N", "H", "H", "H", "H", "C", "C", "S", "H", "H", "H", "H", "H"],
  "positions_angstrom": [[-1.06, 1.86, 0.83], [-1.10, 2.48, 0.08], [-0.95, -1.21, -3.39], [-2.02, 1.51, 0.95], [-0.21, 1.30, 0.82], [1.12, -0.37, 1.15], [0.81, -0.82, -0.19], [0.85, -2.25, 1.13], [-1.29, -0.94, -2.73], [2.10, 0.01, 1.27], [0.31, -0.03, 1.69], [1.59, -0.66, -1.00], [-0.15, -0.88, -0.63]]
}

[3]
{
  "formula": "C24H22N9O2ReS",
  "method": "ωB97M-V with the def2-TZVPD basis set",
  "e_lumo_ev": [-11.1966, -10.9284],
  "multiplicity": 4,
  "homo_ev": [-15.9, -15.9],
  "charge": 3,
  "homo_lumo_gap_ev": [4.7, 4.9],
  "species": ["Re", "N", "C", "C", "C", "C", "C", "C", "S", "N", "C", "C", "C", "C", "C", "C", "N", "H", "H", "H", "H", "H", "H", "H", "H", "H", "N", "N", "C", "N", "N", "N", "O", "O", "H", "H", "H", "H", "H", "C", "C", "C", "C", "N", "C", "C", "C", "C", "C", "C", "C", "H", "H", "H", "H", "H", "H", "H", "H"],
  "positions_angstrom": [[8.36, 9.29, 9.73], [12.19, 9.83, 11.65], [12.31, 9.33, 12.95], [13.48, 9.58, 13.72], [13.44, 9.19, 15.08], [12.42, 8.35, 15.58], [11.41, 7.91, 14.72], [11.36, 8.39, 13.40], [10.00, 7.90, 12.45], [10.07, 8.89, 11.07], [11.18, 9.63, 10.75], [11.25, 10.09, 9.42], [12.40, 10.80, 8.99], [12.47, 11.21, 7.67], [11.44, 10.78, 6.78], [10.37, 10.07, 7.24], [10.20, 9.84, 8.59], [12.97, 10.26, 11.21], [14.26, 10.19, 13.32], [14.16, 9.56, 15.86], [12.29, 8.02, 16.62], [10.69, 7.16, 15.02], [13.14, 11.17, 9.76], [13.28, 11.82, 7.37], [11.50, 10.82, 5.66], [9.51, 9.84, 6.59], [8.73, 11.31, 10.80], [7.99, 11.08, 12.07], [7.24, 9.99, 12.15], [6.47, 9.69, 13.21], [7.12, 9.21, 11.03], [3.95, 4.67, 12.77], [5.02, 4.21, 12.28], [3.19, 5.26, 11.98], [9.73, 11.50, 10.96], [8.38, 12.16, 10.35], [8.15, 11.63, 12.92], [6.85, 9.94, 14.14], [6.41, 8.64, 13.23], [6.64, 11.36, 6.27], [6.07, 10.30, 5.49], [6.27, 9.04, 5.97], [6.84, 8.84, 7.24], [7.26, 9.86, 8.04], [7.18, 11.13, 7.54], [6.97, 7.53, 7.83], [6.41, 6.29, 7.36], [6.47, 5.15, 8.16], [7.05, 5.18, 9.44], [7.67, 6.39, 9.84], [7.68, 7.55, 9.06], [6.55, 12.39, 6.02], [5.56, 10.45, 4.52], [5.96, 8.08, 5.47], [7.46, 11.97, 8.20], [5.81, 6.25, 6.49], [6.02, 4.19, 7.78], [6.81, 4.49, 10.27], [7.86, 6.49, 10.92]]
}

[4]
{
  "formula": "CH4O3",
  "method": "ωB97M-V with the def2-TZVPD basis set",
  "smiles": "O=CO.O",
  "e_lumo_ev": 0.6018,
  "homo_ev": -11.4,
  "charge": 0,
  "homo_lumo_gap_ev": 12.0,
  "species": ["O", "C", "O", "H", "H", "H", "H", "O"],
  "positions_angstrom": [[-1.52, 0.93, -0.35], [-0.39, 0.90, -0.73], [-0.02, -0.12, -1.52], [0.51, 1.58, -0.69], [-0.73, -0.81, -1.53], [1.14, -0.54, 1.09], [0.01, -1.03, 1.85], [0.99, -0.91, 1.88]]
}

Listing energy relative to the best compared isomer or geometry (same formula, charge and spin) for the structures above in their given order: 82.9; 58.1; 52.8; 17.4 kcal/mol.